Record 1
{
  "formula": "C15H18N3O3S4Sn",
  "method": "wB97M-V/def2-TZVPD",
  "e_above_lowest_kcal_mol": 0.0,
  "homo_lumo_gap_ev": 3.45,
  "total_charge": 1,
  "homo_ha": -0.33098,
  "elements": ["Sn", "C", "C", "S", "C", "C", "S", "C", "C", "S", "H", "H", "H", "H", "H", "H", "H", "H", "H", "H", "H", "H", "O", "S", "O", "O", "C", "N", "C", "C", "C", "N", "C", "C", "C", "N", "C", "C", "H", "H", "H", "H", "H", "H"],
  "xyz": [[-0.139, -0.415, 0.190], [2.736, -2.829, -1.217], [3.302, -1.980, -0.096], [2.668, -0.272, 0.102], [2.997, 0.597, -1.480], [2.142, 0.245, -2.684], [0.330, 0.228, -2.364], [-0.240, -1.281, -3.230], [0.517, -2.573, -2.992], [0.900, -2.964, -1.241], [3.104, -3.850, -1.092], [3.064, -2.465, -2.189], [4.384, -1.903, -0.216], [3.094, -2.434, 0.876], [4.047, 0.425, -1.722], [2.869, 1.646, -1.209], [2.402, -0.723, -3.097], [2.296, 1.005, -3.449], [-0.228, -1.037, -4.291], [-1.278, -1.373, -2.903], [1.454, -2.606, -3.541], [-0.107, -3.390, -3.350], [2.085, 8.379, 4.557], [0.791, 7.768, 4.731], [0.792, 6.420, 5.235], [-0.316, 8.606, 5.111], [0.388, 7.527, 2.899], [0.602, 8.531, 2.101], [0.385, 8.299, 0.810], [0.217, 7.008, 0.337], [0.074, 5.991, 1.293], [0.044, 6.317, 2.600], [-0.045, 4.587, 1.000], [-0.427, 4.091, -0.259], [-0.465, 2.745, -0.471], [-0.143, 1.829, 0.473], [0.155, 2.304, 1.714], [0.209, 3.635, 2.008], [0.443, 9.152, 0.149], [0.253, 6.804, -0.721], [-0.694, 4.762, -1.058], [-0.746, 2.359, -1.442], [0.377, 1.546, 2.460], [0.443, 3.984, 3.003]],
  "forces_ev_per_angstrom": [[0.4, 0.3, 0.1], [-0.4, -0.2, -0.1], [-0.3, 0.2, 0.0], [-0.3, -0.1, -0.2], [-0.2, -0.2, 0.4], [-0.3, 0.0, 0.1], [0.2, -0.4, -0.3], [0.0, 0.4, 0.1], [0.1, -0.2, 0.5], [0.3, 0.1, -0.3], [0.1, 0.1, -0.1], [0.0, -0.1, 0.0], [0.0, 0.0, 0.1], [0.1, 0.1, 0.0], [0.0, 0.1, 0.0], [0.1, 0.0, 0.0], [0.0, 0.0, -0.1], [0.0, -0.1, 0.0], [-0.1, 0.0, 0.0], [0.0, 0.0, -0.1], [0.0, -0.1, -0.1], [0.1, 0.0, -0.1], [0.4, 0.3, 0.6], [-0.6, 0.1, -2.4], [0.1, -0.4, 0.5], [0.0, 0.3, 0.7], [0.8, 0.1, 3.7], [-0.4, 1.3, -1.8], [0.5, 0.1, 0.5], [-0.1, -0.9, 0.0], [-0.2, 2.1, 0.5], [-0.2, -2.3, -1.7], [-0.3, -1.2, -0.3], [0.2, 0.3, 0.5], [0.1, -0.5, -0.2], [0.1, 0.4, 0.0], [0.1, -0.6, -0.4], [-0.1, 0.4, -0.1], [0.0, 0.0, -0.2], [-0.1, 0.0, -0.2], [-0.1, 0.1, -0.1], [-0.1, 0.1, 0.1], [0.0, 0.1, 0.1], [0.1, 0.1, 0.2]]
}


Record 2
{
  "formula": "C15H18N4O3S",
  "method": "wB97M-V/def2-TZVPD",
  "e_above_lowest_kcal_mol": 92.1,
  "homo_lumo_gap_ev": 9.13,
  "smiles": "CCCCCc1nnc(NC(=O)Cc2ccc([N+](=O)[O-])cc2)s1",
  "total_charge": 0,
  "homo_ha": -0.34750,
  "elements": ["C", "C", "C", "C", "C", "C", "N", "N", "C", "N", "C", "O", "C", "C", "C", "C", "C", "N", "O", "O", "C", "C", "S", "H", "H", "H", "H", "H", "H", "H", "H", "H", "H", "H", "H", "H", "H", "H", "H", "H", "H"],
  "xyz": [[7.666, -2.719, -0.989], [8.069, -1.286, -0.661], [7.243, -0.671, 0.470], [5.783, -0.445, 0.087], [5.013, 0.250, 1.217], [3.596, 0.454, 0.847], [2.599, -0.146, 1.376], [1.414, 0.169, 0.868], [1.474, 1.035, -0.084], [0.427, 1.545, -0.790], [-0.927, 1.266, -0.700], [-1.689, 1.853, -1.424], [-1.314, 0.226, 0.325], [-2.781, -0.074, 0.256], [-3.232, -1.304, -0.213], [-4.584, -1.570, -0.301], [-5.493, -0.592, 0.079], [-6.904, -0.863, -0.010], [-7.670, 0.005, 0.352], [-7.244, -1.946, -0.439], [-5.061, 0.645, 0.544], [-3.707, 0.896, 0.631], [3.120, 1.562, -0.447], [8.338, -3.136, -1.736], [7.717, -3.342, -0.098], [6.655, -2.763, -1.384], [9.120, -1.276, -0.364], [7.973, -0.667, -1.556], [7.686, 0.289, 0.746], [7.290, -1.322, 1.345], [5.734, 0.172, -0.814], [5.301, -1.399, -0.129], [5.477, 1.216, 1.431], [5.039, -0.362, 2.120], [0.656, 2.239, -1.494], [-0.716, -0.671, 0.159], [-1.039, 0.611, 1.309], [-2.519, -2.058, -0.511], [-4.949, -2.520, -0.661], [-5.792, 1.387, 0.826], [-3.361, 1.854, 0.985]],
  "forces_ev_per_angstrom": [[0.1, 0.2, 0.0], [0.0, -0.1, 0.2], [0.0, 0.0, -0.4], [0.2, 0.0, 0.4], [0.3, -0.1, -0.2], [0.0, 0.6, -0.5], [1.2, -0.6, 0.8], [-1.5, 0.3, -0.5], [1.3, 0.1, 0.1], [0.0, 0.6, -0.6], [0.1, -0.2, 0.1], [-0.2, 0.1, -0.1], [-0.4, 0.0, -0.1], [-0.1, 0.0, -0.1], [0.1, 0.2, 0.1], [-0.4, 0.0, 0.0], [1.4, 0.2, 0.1], [-0.6, -0.1, 0.0], [-0.2, 0.2, 0.1], [-0.1, -0.2, -0.1], [-0.3, -0.1, 0.0], [0.0, -0.2, 0.0], [-0.5, -0.5, 0.5], [0.0, -0.1, -0.1], [0.0, -0.1, 0.1], [-0.1, -0.1, 0.0], [0.0, 0.1, -0.1], [0.1, 0.1, 0.0], [0.0, 0.0, 0.1], [0.0, 0.0, 0.1], [0.0, -0.1, -0.1], [-0.1, 0.0, -0.1], [0.0, 0.0, 0.1], [0.0, 0.1, 0.0], [-0.2, -0.1, 0.1], [0.0, 0.1, 0.1], [0.1, -0.1, 0.0], [0.1, -0.1, 0.0], [0.0, 0.0, 0.0], [0.0, 0.0, 0.0], [0.0, 0.1, 0.0]]
}


Record 3
{
  "formula": "C15H18O",
  "method": "wB97M-V/def2-TZVPD",
  "e_above_lowest_kcal_mol": 29.3,
  "homo_lumo_gap_ev": 9.06,
  "smiles": "CCc1ccc(O)cc1.Cc1ccccc1",
  "total_charge": 0,
  "homo_ha": -0.30317,
  "elements": ["C", "C", "C", "C", "C", "C", "O", "C", "C", "H", "H", "H", "H", "H", "H", "H", "H", "H", "H", "C", "C", "C", "C", "C", "C", "C", "H", "H", "H", "H", "H", "H", "H", "H"],
  "xyz": [[0.962, -3.155, 2.093], [0.488, -1.893, 1.309], [-0.961, -2.021, 0.853], [-1.239, -2.409, -0.474], [-2.519, -2.147, -1.029], [-3.534, -1.661, -0.197], [-4.836, -1.599, -0.570], [-3.277, -1.406, 1.165], [-2.001, -1.592, 1.647], [1.871, -3.529, 1.653], [0.037, -3.787, 2.061], [1.130, -2.981, 3.194], [0.636, -1.070, 2.000], [1.124, -1.695, 0.425], [-0.596, -2.942, -1.169], [-2.663, -2.482, -2.049], [-5.085, -2.011, -1.407], [-4.147, -1.213, 1.762], [-1.871, -1.443, 2.716], [1.951, 4.107, -2.667], [1.854, 3.184, -1.495], [1.569, 1.850, -1.652], [1.321, 0.964, -0.569], [1.577, 1.441, 0.672], [1.952, 2.791, 0.899], [1.999, 3.645, -0.179], [1.692, 5.128, -2.314], [1.284, 3.905, -3.534], [2.985, 4.020, -3.067], [1.580, 1.322, -2.598], [1.062, -0.028, -0.903], [1.428, 0.852, 1.577], [2.047, 3.150, 1.906], [2.179, 4.708, -0.059]],
  "forces_ev_per_angstrom": [[-1.6, 0.4, 0.8], [0.3, -0.7, 0.4], [1.4, 0.3, -1.4], [-1.7, 0.8, -0.1], [0.8, -0.6, 1.2], [0.6, -0.9, 0.0], [-1.0, 0.5, 0.0], [-0.2, -0.7, -1.6], [-0.7, 0.3, 0.8], [0.0, -0.8, 0.0], [1.5, -0.4, -0.1], [0.0, 0.1, -1.2], [-0.4, 0.5, -0.2], [-0.3, -0.2, 0.6], [0.7, 0.4, 0.5], [-0.4, 0.2, 0.0], [0.7, 0.1, 0.1], [0.0, 0.3, 0.4], [0.4, 0.2, -0.2], [0.3, 0.6, -0.5], [-0.7, -0.5, 0.2], [-0.2, -1.5, 0.4], [1.0, 1.2, -2.1], [-0.1, 0.6, 2.3], [-0.9, -1.0, -0.9], [0.3, 0.6, -0.4], [0.6, -0.4, -0.4], [0.2, -0.3, 0.8], [-0.5, 0.6, 0.2], [-0.3, 0.6, -0.5], [-0.1, -0.3, 0.7], [0.1, -0.1, -0.4], [0.2, 0.1, 0.2], [0.1, 0.0, 0.2]]
}


Record 4
{
  "formula": "C15H18O2",
  "method": "wB97M-V/def2-TZVPD",
  "e_above_lowest_kcal_mol": 53.4,
  "homo_lumo_gap_ev": 9.09,
  "smiles": "CCc1ccc(O)cc1.Cc1ccc(O)cc1",
  "total_charge": 0,
  "homo_ha": -0.30517,
  "elements": ["C", "C", "C", "C", "C", "C", "O", "C", "C", "H", "H", "H", "H", "H", "H", "H", "H", "H", "H", "C", "C", "C", "C", "C", "O", "C", "C", "H", "H", "H", "H", "H", "H", "H", "H"],
  "xyz": [[-3.410, -0.706, 0.849], [-2.639, 0.577, 0.265], [-1.804, 1.228, 1.231], [-1.063, 0.506, 2.190], [-0.174, 1.072, 3.131], [-0.167, 2.444, 3.158], [0.457, 3.138, 4.111], [-0.854, 3.285, 2.281], [-1.677, 2.648, 1.345], [-4.196, -0.984, 0.214], [-3.675, -0.710, 1.921], [-2.678, -1.455, 0.733], [-2.109, 0.247, -0.712], [-3.465, 1.362, -0.104], [-1.078, -0.599, 2.070], [0.323, 0.453, 3.832], [0.666, 2.516, 4.761], [-0.804, 4.371, 2.435], [-2.060, 3.281, 0.584], [4.144, -0.955, -2.951], [2.836, -1.282, -2.375], [2.261, -0.394, -1.449], [0.979, -0.677, -1.000], [0.297, -1.736, -1.560], [-0.951, -2.204, -1.209], [0.791, -2.597, -2.508], [2.151, -2.375, -3.002], [4.039, -0.099, -3.648], [4.421, -1.918, -3.502], [4.936, -0.739, -2.169], [2.862, 0.350, -0.953], [0.546, -0.314, -0.116], [-1.647, -1.548, -0.999], [0.213, -3.388, -2.940], [2.526, -2.800, -3.913]],
  "forces_ev_per_angstrom": [[1.8, 1.7, 0.1], [-4.0, -0.3, -2.5], [2.5, 2.1, 3.0], [0.5, -1.0, -0.9], [-2.2, 0.1, -1.9], [-0.5, 1.3, -0.2], [0.6, 1.4, 0.0], [-1.0, -1.7, -0.7], [1.1, -0.4, -0.1], [-1.4, -0.2, -0.7], [-0.1, 0.6, -0.6], [0.7, -1.4, 0.2], [-0.6, 0.7, 1.5], [1.8, -1.6, 0.7], [-0.1, 0.8, 0.4], [0.6, -0.3, 0.6], [0.9, -1.1, 2.0], [0.0, -0.6, -0.3], [-1.0, 0.3, -0.6], [1.9, -1.0, -0.5], [-1.0, -0.2, -1.1], [-0.4, -1.9, 0.2], [0.3, -0.8, -0.4], [-1.1, -1.5, -0.7], [-1.4, 0.7, 1.1], [4.2, 0.7, -2.0], [-2.9, 2.3, 2.9], [0.4, -0.5, 0.3], [0.4, 1.7, 0.4], [-0.8, -0.1, -1.0], [0.1, 0.2, -0.2], [-0.5, 1.3, 0.9], [1.1, -0.2, -0.1], [-0.5, -0.2, 0.1], [0.3, -0.6, 0.1]]
}


Record 5
{
  "formula": "C15H19AuN3O2Si",
  "method": "wB97M-V/def2-TZVPD",
  "homo_lumo_gap_ev": 5.69,
  "total_charge": 1,
  "homo_ha": -0.43073,
  "elements": ["Au", "O", "C", "N", "C", "C", "C", "C", "C", "C", "N", "C", "C", "C", "C", "C", "N", "H", "H", "H", "H", "H", "H", "H", "H", "H", "H", "C", "Si", "C", "C", "O", "H", "H", "H", "H", "H", "H", "H", "H", "H"],
  "xyz": [[0.021, -0.226, 0.069], [1.209, 3.677, -0.337], [1.143, 2.482, -0.116], [-0.001, 1.803, 0.069], [-1.246, 2.516, -0.003], [-2.413, 1.578, 0.000], [-3.728, 2.031, 0.080], [-4.760, 1.109, 0.056], [-4.464, -0.242, -0.074], [-3.136, -0.614, -0.141], [-2.156, 0.276, -0.090], [2.363, 1.615, -0.036], [3.630, 2.172, 0.075], [4.724, 1.321, 0.099], [4.521, -0.048, -0.020], [3.222, -0.524, -0.102], [2.189, 0.299, -0.096], [-1.274, 3.132, -0.916], [-1.322, 3.219, 0.840], [-3.931, 3.088, 0.167], [-5.785, 1.434, 0.149], [-5.243, -0.985, -0.112], [-2.817, -1.640, -0.238], [3.720, 3.246, 0.132], [5.720, 1.718, 0.214], [5.351, -0.734, -0.050], [2.982, -1.576, -0.180], [-1.229, -4.545, 1.326], [0.071, -3.832, 0.091], [1.733, -4.736, 0.412], [-0.538, -4.435, -1.651], [0.157, -2.270, 0.156], [-1.138, -5.623, 1.373], [-2.235, -4.293, 1.015], [-1.043, -4.133, 2.310], [1.540, -5.784, 0.606], [2.231, -4.317, 1.278], [2.390, -4.669, -0.446], [-0.548, -5.516, -1.682], [0.143, -4.061, -2.406], [-1.535, -4.060, -1.844]],
  "forces_ev_per_angstrom": [[0.1, 1.3, -0.7], [-0.2, -0.5, 0.3], [0.6, 0.5, -0.3], [-0.2, -1.9, 0.2], [-0.6, 0.6, -0.1], [0.0, 0.9, 0.1], [0.2, -0.3, -0.1], [0.2, 0.0, 0.0], [0.3, 0.1, 0.0], [-0.5, -0.9, 0.0], [2.1, -0.8, 0.4], [0.5, 0.8, 0.0], [-0.4, -0.3, -0.1], [-0.1, -0.1, 0.0], [-0.2, 0.2, 0.0], [0.4, -0.8, 0.0], [-1.9, -0.6, 0.4], [0.0, -0.1, 0.2], [0.0, -0.1, -0.2], [0.1, 0.1, 0.0], [-0.1, 0.1, 0.0], [0.0, -0.1, 0.0], [-0.1, -0.2, 0.1], [0.0, 0.1, 0.0], [0.1, 0.0, -0.1], [0.0, -0.1, 0.1], [0.1, -0.1, 0.1], [1.0, 0.8, -0.6], [-1.0, -4.0, -0.7], [-0.8, 0.9, -0.1], [0.6, 0.7, 1.3], [0.3, 4.3, 0.1], [0.0, -0.3, 0.0], [-0.3, 0.1, 0.0], [-0.1, 0.0, 0.4], [-0.1, -0.2, 0.0], [0.2, 0.0, 0.2], [0.2, 0.0, -0.2], [0.0, -0.3, 0.0], [0.1, 0.0, -0.4], [-0.3, 0.1, -0.2]]
}


Record 6
{
  "formula": "C15H19F3IrN3OS",
  "method": "wB97M-V/def2-TZVPD",
  "e_above_lowest_kcal_mol": 0.0,
  "homo_lumo_gap_ev": [9.47, 5.21],
  "total_charge": 3,
  "homo_ha": [-0.68565, -0.70735],
  "spin_multiplicity": 6,
  "elements": ["Ir", "F", "C", "F", "F", "C", "C", "C", "C", "N", "C", "S", "H", "H", "H", "N", "C", "N", "C", "C", "C", "C", "C", "H", "H", "H", "H", "H", "H", "H", "H", "H", "H", "C", "C", "C", "O", "H", "H", "H", "H", "H", "H"],
  "xyz": [[1.059, 0.523, -0.228], [5.904, -1.984, 3.049], [4.700, -1.483, 2.864], [3.784, -2.334, 3.332], [4.588, -0.333, 3.533], [4.438, -1.228, 1.382], [5.382, -1.532, 0.406], [5.095, -1.273, -0.926], [3.866, -0.706, -1.273], [2.962, -0.420, -0.344], [3.223, -0.677, 0.976], [1.891, -0.231, 1.968], [6.332, -1.965, 0.693], [5.810, -1.501, -1.705], [3.611, -0.485, -2.301], [-0.880, -0.107, -0.545], [-1.948, -0.517, -0.772], [-3.134, -0.966, -1.028], [-3.339, -2.390, -1.358], [-4.339, -3.002, -0.342], [-5.594, -2.156, -0.234], [-5.283, -0.717, 0.127], [-4.313, -0.091, -0.914], [-2.373, -2.889, -1.350], [-3.775, -2.416, -2.361], [-3.836, -3.112, 0.621], [-4.560, -4.001, -0.720], [-6.226, -2.581, 0.552], [-6.170, -2.204, -1.162], [-4.837, -0.630, 1.120], [-6.174, -0.087, 0.104], [-3.985, 0.908, -0.639], [-4.798, -0.087, -1.895], [0.013, 4.099, -0.034], [1.433, 3.690, -0.077], [2.495, 4.716, -0.072], [1.761, 2.483, -0.120], [-0.182, 4.561, 0.939], [-0.663, 3.261, -0.189], [-0.169, 4.880, -0.776], [2.253, 5.517, 0.627], [2.509, 5.178, -1.067], [3.471, 4.287, 0.138]],
  "forces_ev_per_angstrom": [[-0.7, 0.2, -0.4], [0.0, 0.0, 0.0], [0.0, 0.0, 0.0], [0.0, 0.0, 0.0], [0.0, 0.0, 0.0], [0.0, 0.0, 0.1], [0.0, 0.0, 0.0], [0.0, 0.0, 0.0], [-0.1, 0.1, 0.0], [0.1, -0.1, 0.0], [-0.1, 0.0, 0.0], [0.2, -0.1, 0.2], [0.0, 0.0, 0.0], [0.0, 0.0, 0.0], [0.0, 0.0, 0.0], [0.4, 0.0, 0.1], [0.2, 0.1, 0.1], [-0.1, 0.0, -0.2], [-0.1, -0.1, 0.0], [0.1, 0.0, -0.1], [-0.1, -0.1, 0.1], [0.1, 0.1, -0.1], [-0.2, 0.0, 0.2], [0.0, 0.0, -0.1], [0.0, 0.1, 0.0], [0.0, 0.0, 0.0], [0.0, 0.0, 0.0], [0.0, 0.0, -0.1], [0.0, 0.0, 0.0], [0.0, 0.0, 0.0], [0.0, 0.0, 0.0], [0.0, 0.0, 0.0], [0.1, 0.0, 0.0], [-0.1, 0.0, 0.0], [0.0, 0.1, 0.0], [0.0, 0.0, 0.0], [0.1, -0.1, 0.0], [0.0, 0.0, 0.0], [0.0, 0.0, 0.0], [0.0, 0.0, 0.0], [0.0, 0.0, 0.0], [0.0, 0.0, 0.0], [0.0, 0.0, 0.0]]
}


Number 2 is which compound? C15H18N4O3S